The following is a quantum chemistry calculation of a cluster of 2 separate species, C25H37BBrClF8IN5O7S in total, from the Open Molecules 2025 dataset.

Results
LUMO = -0.014 Eh
Structure (SMILES) = C[C@@H](I)C[C@@](Br)(O[C@H](c1ccncc1)S(=O)(=O)C(F)(F)C(F)(F)F)[C@](CCC(N)=O)(B(O)N(C)C)N(Cl)CCCN.CCOC(=O)C(F)(F)F
DFT total energy = -172222.99162 eV
2S+1 = 1
Strongest force on any atom = 2.1 eV/Å

XYZ file:
```
87
Properties=species:S:1:pos:R:3:lowdin_charge:R:1
C 4.95355 -0.90124 1.63297 -0.179
C 3.73983 -0.97549 0.68174 -0.674
I 4.27747 -2.47473 -0.82708 0.887
C 2.44127 -1.50788 1.33480 -0.340
C 1.41836 -0.42827 1.75472 -0.584
Br 2.25501 0.25079 3.44874 0.980
O 1.31416 0.55491 0.73364 -0.128
C 1.79153 1.85689 0.92257 -0.331
C 0.96860 2.79239 1.76343 -0.237
C -0.36575 3.02333 1.59529 -0.036
C -1.07491 3.85884 2.41118 -0.107
N -0.49460 4.52499 3.39934 0.093
C 0.80491 4.32120 3.52925 -0.139
C 1.57824 3.48351 2.78518 -0.049
S 1.73691 2.63645 -0.76244 0.793
O 2.41622 3.88767 -0.66229 -0.240
O 0.40162 2.74929 -1.25662 -0.240
C 2.66311 1.61720 -2.00841 -0.461
F 2.25634 2.10222 -3.18662 0.118
F 2.31890 0.33398 -2.00123 0.115
C 4.22716 1.79783 -1.96529 -0.571
F 4.58458 2.76638 -2.80266 0.188
F 4.79883 0.67580 -2.37746 0.159
F 4.66306 2.12376 -0.74653 0.162
C -0.02092 -1.02819 1.97837 -0.330
C -0.81988 -0.24732 3.03943 -0.145
C -2.14047 -0.83474 3.56970 -0.083
C -3.24535 -1.15588 2.57157 -0.455
N -3.38889 -2.42914 1.93049 0.126
O -4.07263 -0.29089 2.33218 0.081
B 0.18271 -2.51231 2.67023 -0.550
O 0.51064 -2.50517 4.03809 0.116
N 0.05526 -3.80773 2.00108 -0.106
C -1.06275 -4.63969 2.50732 -0.067
C 1.29311 -4.61393 2.13989 -0.070
N -0.82183 -1.16014 0.75478 -0.420
Cl -0.05523 -1.97964 -0.55445 0.827
C -1.53259 0.00375 0.20353 -0.257
C -2.45653 -0.41158 -0.97779 -0.192
C -3.63510 0.59878 -1.05356 -0.269
N -4.92118 0.03831 -0.60325 0.006
H 5.84609 -1.26194 1.13635 0.030
H 5.13049 0.14377 1.88890 0.069
H 4.79029 -1.46274 2.54713 0.067
H 3.61889 -0.06338 0.11865 0.030
H 2.80167 -2.02905 2.21653 0.068
H 2.02954 -2.26404 0.67736 -0.004
H 2.84667 1.94022 1.18647 0.119
H -0.89430 2.53977 0.79044 0.097
H -2.13570 3.98744 2.24823 0.119
H 1.30362 4.88084 4.31405 0.113
H 2.63314 3.39010 2.98201 0.116
H -0.23353 -0.12249 3.94035 0.069
H -1.04494 0.77427 2.73253 0.109
H -2.00824 -1.67222 4.26187 0.120
H -2.56395 -0.05706 4.20130 0.124
H -2.65549 -2.56417 1.24349 0.060
H -3.42532 -3.18865 2.59452 0.071
H 1.47014 -2.49622 4.13517 0.092
H -0.76814 -5.66675 2.68962 0.085
H -1.54589 -4.18879 3.37626 0.078
H -1.82890 -4.69021 1.73098 0.076
H 2.19603 -4.00413 2.15426 0.063
H 1.36985 -5.24828 1.25836 0.097
H 1.30555 -5.20446 3.05685 0.089
H -2.19399 0.50657 0.90062 0.097
H -0.87343 0.75502 -0.23548 0.086
H -1.94271 -0.30162 -1.92451 0.087
H -2.87743 -1.40306 -0.82857 0.093
H -3.38008 1.53799 -0.55563 0.105
H -3.75482 0.86876 -2.10601 0.092
H -4.77005 -0.85654 -0.15776 0.036
H -5.30482 0.66430 0.08998 0.054
C 0.42271 1.47657 -5.44915 -0.065
C -0.32309 1.63864 -6.75528 -0.191
O -1.43461 0.72643 -6.83268 0.034
C -2.54336 1.10777 -6.21232 -0.401
O -2.69954 2.12380 -5.60511 0.174
C -3.64244 0.05597 -6.42291 -0.551
F -3.17508 -1.18519 -6.24651 0.165
F -4.13098 0.13505 -7.66832 0.166
F -4.64830 0.23777 -5.57562 0.176
H 0.72945 0.43834 -5.31241 0.088
H 1.30745 2.10964 -5.43503 0.075
H -0.20707 1.74436 -4.60068 0.079
H 0.32513 1.38992 -7.59324 0.125
H -0.66330 2.66341 -6.89891 0.127
```

***

The following is a quantum chemistry calculation of the molecule C25H35N3O3, from the Open Molecules 2025 dataset.

Results
LUMO = 0.024 Eh
Structure (SMILES) = CC(C)(C)CN1CCC(Oc2cccc(C(=O)NCCCOc3cccnc3)c2)CC1
DFT total energy = -37106.44034 eV
2S+1 = 1
Strongest force on any atom = 0.7 eV/Å
Energy above the lowest of the compared OMol25 structures with the same formula, charge and spin = 74.68 kJ/mol

XYZ file:
```
66
Properties=species:S:1:pos:R:3:nbo_charge:R:1
C 4.01753 -1.09626 -6.17173 -0.604
H 3.59626 -0.39450 -6.88858 0.205
H 5.09617 -0.95927 -6.15281 0.210
H 3.80714 -2.10616 -6.51774 0.205
C 3.42801 -0.86713 -4.77899 -0.050
C 3.73475 0.55705 -4.31622 -0.612
H 3.29507 0.73002 -3.33831 0.216
H 3.33014 1.28470 -5.01663 0.201
H 4.80937 0.71024 -4.24767 0.209
C 4.03799 -1.86093 -3.79060 -0.612
H 5.11457 -1.71962 -3.72687 0.209
H 3.84628 -2.88437 -4.10629 0.201
H 3.60827 -1.71210 -2.80432 0.216
C 1.90022 -1.07308 -4.84771 -0.210
N 1.26560 -0.86670 -3.55247 -0.466
C 0.64361 -2.05525 -3.00623 -0.214
C 0.27358 -1.82733 -1.54334 -0.427
H 1.17307 -1.58610 -0.97486 0.213
H -0.16425 -2.73357 -1.12234 0.216
C -0.69572 -0.64851 -1.43459 0.099
C -0.03934 0.57052 -2.07840 -0.408
C 0.34552 0.25197 -3.52002 -0.213
H 0.83662 1.12055 -3.96168 0.209
H -0.57287 0.04197 -4.10236 0.161
H 0.85753 0.81992 -1.51045 0.207
H -0.72262 1.42014 -2.04742 0.217
H -1.62884 -0.87529 -1.97120 0.173
O -0.98375 -0.31320 -0.08685 -0.501
C -1.88949 -1.03865 0.62205 0.314
C -2.60210 -2.13869 0.15485 -0.294
C -3.51454 -2.77274 0.98361 -0.190
C -3.72196 -2.33683 2.27598 -0.219
C -3.00040 -1.24827 2.75973 -0.040
C -2.09981 -0.60037 1.93063 -0.268
H -1.56266 0.27891 2.25053 0.222
C -3.26159 -0.79338 4.15832 0.644
O -4.35434 -0.89195 4.68397 -0.625
N -2.18065 -0.29849 4.80489 -0.616
H -1.29408 -0.22451 4.33134 0.409
C -2.26318 0.25522 6.13332 -0.227
C -1.91184 1.74546 6.15699 -0.438
C -0.42466 1.99908 5.89196 -0.068
H -0.17059 3.04464 6.10179 0.183
O -0.01095 1.64755 4.58467 -0.511
C -0.25435 2.49859 3.54875 0.260
C -0.92536 3.71794 3.62293 -0.058
N -1.12816 4.49166 2.57135 -0.394
C -0.68542 4.10122 1.39169 0.006
C 0.00217 2.91001 1.20277 -0.228
C 0.22436 2.09967 2.29725 -0.229
H 0.76105 1.16703 2.20986 0.231
H 0.35248 2.61919 0.22592 0.223
H -0.88866 4.77351 0.56966 0.192
H -1.32000 4.10640 4.55146 0.196
H 0.17809 1.36134 6.54627 0.194
H -2.15402 2.15150 7.13984 0.220
H -2.51854 2.26185 5.41131 0.218
H -1.59354 -0.29402 6.80554 0.186
H -3.29529 0.10855 6.46215 0.245
H -4.43512 -2.82023 2.92464 0.232
H -4.06761 -3.61955 0.60487 0.215
H -2.46806 -2.50633 -0.85019 0.215
H 1.35188 -2.88262 -3.07368 0.210
H -0.26754 -2.33488 -3.57136 0.159
H 1.48594 -0.37879 -5.58713 0.191
H 1.69866 -2.08673 -5.21187 0.190
```

***

The following is a quantum chemistry calculation of a structure of composition CCoN3O12, from the Open Molecules 2025 dataset.

Results
Charge = -2
LUMO (alpha / beta) = 0.209 / 0.073 Eh
DFT total energy = -67691.90920 eV
2S+1 = 5
Strongest force on any atom = 10.5 eV/Å

XYZ file:
```
17
Properties=species:S:1:pos:R:3:nbo_charge:R:1
Co -0.71521 -0.07663 -0.07734 1.586
N 2.18845 1.83334 -1.42496 0.737
O 2.16762 3.01399 -1.29805 -0.534
O 1.10896 1.33214 -1.40128 -0.605
O 3.24559 1.22739 -1.74683 -0.567
N -2.74694 1.46118 0.74364 0.741
O -1.65862 1.32246 1.09491 -0.511
O -3.55780 2.33372 1.01682 -0.484
O -3.05900 0.63319 -0.16521 -0.616
N 2.16194 -0.77242 0.82646 0.743
O 1.07090 -0.30321 1.06478 -0.626
O 3.10199 -0.26283 1.43991 -0.522
O 2.29937 -1.77407 0.16970 -0.500
C -1.27557 -2.58830 0.00181 0.865
O -1.09193 -1.89261 -0.96739 -0.504
O -1.87321 -3.66562 -0.22325 -0.601
O -1.36659 -1.82168 0.94620 -0.601
```

***

The following is a quantum chemistry calculation of the molecule CH3FO2, from the Open Molecules 2025 dataset.

Results
LUMO = 0.028 Eh
Structure (SMILES) = OOCF
DFT total energy = -7894.58863 eV
2S+1 = 1
Strongest force on any atom = 2.9 eV/Å
Energy above the lowest of the compared OMol25 structures with the same formula, charge and spin = 353.97 kJ/mol

XYZ file:
```
7
Properties=species:S:1:pos:R:3:nbo_charge:R:1
C 0.58393 -0.76092 0.15223 0.332
O -1.02398 0.75082 -0.40594 -0.468
O -0.75803 -0.63273 -0.32093 -0.281
F 0.78093 -2.05749 0.40023 -0.328
H 1.25735 -0.23306 -0.52801 0.141
H 0.62806 -0.35334 1.18341 0.135
H -1.17804 1.06858 -1.30711 0.470
```